Record 1
Here is C6H13N in the gas phase at a distorted geometry from the Open Molecules 2025 dataset. Energies are from wB97M-V/def2-TZVPD.

Geometry as XYZ:
```
20
C6H13N | the Open Molecules 2025 dataset | wB97M-V/def2-TZVPD
C 0.573 0.887 1.943
C -0.403 0.874 1.033
C -1.868 0.981 1.325
C -0.113 0.651 -0.454
C 0.694 -0.609 -0.821
C 1.147 -0.600 -2.273
N 0.119 -1.895 -0.404
H 1.576 1.218 1.716
H 0.206 0.735 2.955
H -2.281 1.902 0.904
H -2.067 0.950 2.391
H -2.420 0.163 0.849
H 0.402 1.434 -1.012
H -1.098 0.535 -0.937
H 1.589 -0.474 -0.195
H 0.305 -0.983 -2.876
H 1.576 0.310 -2.676
H 1.777 -1.468 -2.531
H -0.170 -2.401 -1.229
H -0.646 -1.754 0.234
```

Results
frontier orbital gap: 9.9083 eV
HOMO: -8.901 eV
structure (SMILES): C=C(C)C[C@H](C)N

---

Record 2
Here is C6H13N in the gas phase at a distorted geometry from the Open Molecules 2025 dataset. Energies are from wB97M-V/def2-TZVPD.

Geometry as XYZ:
```
20
C6H13N | the Open Molecules 2025 dataset | wB97M-V/def2-TZVPD
C -1.368 1.722 0.368
C -0.658 0.411 0.552
N -0.873 -0.551 -0.496
C -1.203 -1.924 -0.029
C 0.540 0.063 -0.215
C 1.605 -0.925 0.239
C 1.252 1.186 -0.972
H -2.396 1.624 0.725
H -0.865 2.509 0.934
H -1.413 2.002 -0.690
H -0.678 0.021 1.567
H -0.555 -2.651 -0.518
H -1.121 -2.076 1.063
H -2.239 -2.210 -0.291
H 2.621 -0.525 0.389
H 1.315 -1.462 1.141
H 1.674 -1.630 -0.593
H 0.648 2.005 -1.385
H 1.998 0.859 -1.736
H 1.717 1.554 -0.052
```

Results
frontier orbital gap: 9.7382 eV
HOMO: -8.606 eV
structure (SMILES): C[C@H]1N(C)C1(C)C

---

Record 3
Here is 2 unconnected molecules or ions with the total composition C6H13N at a distorted geometry from the Open Molecules 2025 dataset. Energies are from wB97M-V/def2-TZVPD.

Geometry as XYZ:
```
20
C6H13N | the Open Molecules 2025 dataset | wB97M-V/def2-TZVPD
H 1.299 -0.831 1.736
N 1.548 0.015 1.232
C 0.674 0.482 0.442
C 1.023 1.744 -0.291
C -0.865 0.167 0.578
C -1.800 0.946 0.040
C -1.214 -0.894 1.580
H 2.105 1.843 -0.316
H 0.602 2.612 0.213
H 0.638 1.710 -1.307
H -2.850 0.777 0.231
H -1.576 1.805 -0.570
H -0.763 -1.846 1.295
H -0.839 -0.633 2.570
H -2.292 -1.022 1.649
C 0.876 -1.384 -1.833
H 0.919 -0.945 -2.824
H 0.717 -2.455 -1.881
H 1.796 -1.178 -1.300
H 0.002 -0.913 -1.242
```

Results
frontier orbital gap: 10.4097 eV
HOMO: -9.540 eV
structure (SMILES): [H]/N=C(/C)C(=C)C.C